{
  "formula": "C32H60AsB2F6Mg2N2O34",
  "method": "wB97M-V/def2-TZVPD",
  "e_tot_ev": -196125.4768,
  "e_homo_ev": -6.8,
  "spin_multiplicity": 1,
  "charge": -1,
  "symbols": ["Mg", "Mg", "O", "C", "O", "B", "O", "C", "O", "O", "C", "O", "C", "O", "O", "O", "C", "O", "B", "O", "C", "O", "O", "C", "O", "C", "O", "O", "N", "O", "O", "O", "N", "O", "O", "O", "As", "F", "F", "F", "F", "F", "F", "C", "O", "C", "C", "O", "C", "H", "H", "H", "H", "H", "H", "H", "H", "H", "H", "C", "O", "C", "C", "O", "C", "H", "H", "H", "H", "H", "H", "H", "H", "H", "H", "C", "O", "C", "C", "O", "C", "H", "H", "H", "H", "H", "H", "H", "H", "H", "H", "C", "O", "C", "C", "O", "C", "H", "H", "H", "H", "H", "H", "H", "H", "H", "H", "C", "O", "C", "C", "O", "C", "H", "H", "H", "H", "H", "H", "H", "H", "H", "H", "C", "O", "C", "C", "O", "C", "H", "H", "H", "H", "H", "H", "H", "H", "H", "H"],
  "coordinates": [[-2.294620, -3.483507, -1.471510], [2.175093, 1.512162, 5.216747], [6.219847, -1.066122, 4.280204], [7.119305, -1.916068, 4.015305], [6.912296, -3.213394, 3.963386], [8.085452, -3.886293, 3.455170], [9.084627, -2.833786, 3.230054], [8.512231, -1.626536, 3.428931], [9.034654, -0.567422, 3.176710], [7.761997, -4.526652, 2.167842], [7.964361, -5.843095, 2.231573], [7.795617, -6.676279, 1.332821], [8.359919, -6.139916, 3.648185], [8.488057, -5.018393, 4.299183], [8.587975, -7.241376, 4.154296], [10.098580, 4.825821, -1.395326], [9.482810, 3.871320, -1.838671], [8.212456, 3.730844, -1.892433], [7.818886, 2.526229, -2.556233], [9.086375, 1.793727, -2.829027], [10.143456, 2.593361, -2.504059], [11.332889, 2.400741, -2.555576], [7.091866, 2.857662, -3.804542], [5.991477, 2.167114, -3.947424], [5.230808, 2.148136, -4.876670], [5.904484, 1.264684, -2.689383], [6.851594, 1.664913, -1.859983], [4.931626, 0.508075, -2.434324], [-0.145798, 0.421737, 1.137317], [0.629902, 0.248808, 2.050250], [-0.424232, 1.534518, 0.898566], [-0.656108, -0.560069, 0.570728], [-2.112984, -0.779758, -5.797606], [-3.093576, -0.710718, -6.511690], [-1.142502, -0.003208, -5.964649], [-2.115316, -1.518430, -4.839153], [-4.494237, -4.957124, 3.607160], [-6.002015, -4.452115, 2.759702], [-5.330309, -4.764678, 5.227156], [-3.038532, -5.581906, 4.418908], [-3.611063, -5.067985, 2.001163], [-3.990080, -3.213001, 3.849700], [-5.065968, -6.643159, 3.423728], [-0.938355, 4.782619, -5.503333], [-0.818184, 4.696426, -6.922663], [-1.862090, 5.442040, -7.530044], [-1.915370, 5.101441, -9.048493], [-1.648401, 3.758213, -9.266759], [-2.341249, 3.199966, -10.436389], [-0.045574, 4.460531, -4.967316], [-1.851713, 4.280254, -5.184739], [-1.156126, 5.804972, -5.194348], [-1.746188, 6.508718, -7.338067], [-2.817635, 5.082403, -7.148344], [-1.137859, 5.733593, -9.477401], [-2.893511, 5.482443, -9.342058], [-2.263029, 2.127518, -10.614811], [-1.840660, 3.733054, -11.244678], [-3.421062, 3.348448, -10.443266], [-7.382013, 3.786399, -5.390291], [-7.335347, 5.174571, -5.258721], [-8.048652, 5.875013, -4.279922], [-7.431611, 5.485398, -2.912011], [-6.087972, 5.843251, -2.825265], [-5.541764, 5.942372, -1.514877], [-8.412060, 3.439381, -5.472032], [-6.926837, 3.321511, -4.515768], [-6.852810, 3.487551, -6.295136], [-9.075468, 5.568136, -4.080987], [-8.062183, 6.907907, -4.627857], [-7.607191, 4.416824, -2.787763], [-8.052933, 5.996192, -2.176387], [-6.162458, 6.624383, -0.933753], [-4.528278, 6.341451, -1.556009], [-5.489472, 4.971673, -1.021818], [-5.639759, -1.334957, -0.719102], [-5.347755, -2.626413, -1.409902], [-6.490550, -3.053307, -2.202060], [-6.229207, -4.628033, -2.470971], [-4.844854, -4.949740, -2.484661], [-4.688419, -6.384009, -2.810378], [-4.859759, -1.017816, -0.026918], [-6.510809, -1.330329, -0.063840], [-5.706245, -0.537556, -1.459250], [-6.421411, -2.537663, -3.159883], [-7.479070, -2.836916, -1.796947], [-6.802511, -4.875133, -3.364484], [-6.573280, -5.209169, -1.615411], [-3.664662, -6.690317, -2.595461], [-4.876939, -6.589337, -3.864129], [-5.395454, -6.987002, -2.240644], [3.944176, 3.269301, 8.434360], [3.017089, 2.163463, 8.217239], [3.089164, 1.252430, 9.343137], [2.005412, 0.253181, 9.266891], [1.920472, -0.161360, 7.900282], [1.508670, -1.461029, 7.697604], [4.093784, 3.913433, 7.567852], [4.946047, 2.943300, 8.713812], [3.517602, 3.993949, 9.127899], [2.914429, 1.814545, 10.260521], [4.106317, 0.885958, 9.481763], [1.029359, 0.595224, 9.611025], [2.373623, -0.610865, 9.820014], [2.297886, -2.131987, 8.036817], [1.337842, -1.690091, 6.645725], [0.565865, -1.762063, 8.154336], [-1.350459, 3.417398, 5.708690], [-0.055571, 3.685281, 5.330129], [0.130838, 5.098634, 5.210294], [1.020522, 5.401914, 4.048751], [2.051176, 4.341982, 3.996745], [2.802776, 4.550742, 2.765415], [-1.662989, 3.934432, 6.615938], [-1.576337, 2.354120, 5.789393], [-2.006676, 3.729705, 4.896323], [0.495184, 5.408771, 6.189663], [-0.731535, 5.727973, 4.990433], [1.487462, 6.362849, 4.264840], [0.504639, 5.566790, 3.102829], [3.624834, 3.838517, 2.836442], [3.265756, 5.536988, 2.732728], [2.296635, 4.329802, 1.825675], [1.212826, -6.527234, -2.667081], [0.519493, -6.269330, -1.441315], [1.274517, -6.602606, -0.290886], [1.334148, -8.071442, 0.031092], [-0.073104, -8.480011, 0.149719], [-0.134283, -9.864934, 0.604730], [1.282455, -7.605569, -2.810140], [2.227361, -6.134577, -2.599007], [0.762657, -6.115583, -3.570394], [0.915162, -6.093974, 0.603671], [2.327381, -6.320532, -0.293104], [1.834107, -8.126972, 0.998086], [1.965512, -8.642976, -0.649210], [0.521300, -10.095590, 1.444429], [0.060463, -10.539162, -0.229282], [-1.160550, -9.978616, 0.953944]],
  "forces_ev_per_angstrom": [[-1.099, 0.075, -0.212], [-0.608, 0.695, 0.092], [3.005, -2.469, -0.321], [-3.733, 2.334, -0.290], [-0.524, 1.071, 0.951], [0.617, -0.677, -0.908], [-0.488, 0.745, 0.447], [1.754, 0.048, -0.233], [-1.005, -1.044, 0.535], [0.032, -0.914, -0.705], [-1.168, -1.156, -2.674], [0.469, 2.210, 2.132], [1.340, -3.227, 2.003], [0.084, 1.214, 0.592], [-0.666, 1.992, -1.333], [-0.856, -1.227, -0.438], [3.080, 1.025, -0.033], [-1.950, 0.579, 0.780], [-0.212, -1.011, -1.053], [1.441, 0.801, 0.020], [-0.540, -0.008, 0.915], [-1.488, -0.279, -0.460], [0.484, 0.837, -0.623], [0.079, -1.354, -0.295], [0.226, 0.373, 0.334], [-3.986, -1.063, 1.170], [0.071, -0.742, 0.399], [3.613, 2.132, -0.673], [-1.340, -2.072, -0.536], [3.042, -1.908, 3.392], [-1.652, 4.215, -1.910], [0.125, -0.290, -0.272], [0.573, 2.980, -1.156], [-0.758, -0.192, -0.952], [-0.543, -1.033, 0.089], [0.684, -2.087, 2.532], [-0.748, 0.137, 1.002], [1.610, -0.151, 0.638], [0.911, -0.513, -2.002], [-1.095, 0.819, -0.739], [-0.836, 0.441, 1.386], [-0.288, -2.039, -0.796], [0.574, 1.501, 0.152], [-0.631, 0.521, -0.359], [0.094, 0.641, 0.626], [0.059, -1.954, -0.583], [0.886, 1.450, 1.448], [-1.535, -1.848, -0.570], [0.882, 1.276, 0.273], [-0.100, -0.336, -0.445], [0.130, -0.701, 0.153], [0.358, 0.526, -0.058], [-0.067, 0.203, -0.161], [-0.245, 0.145, 0.527], [0.105, -0.019, -0.705], [-0.195, -0.332, -0.569], [0.853, 0.009, 0.813], [-0.535, -0.213, -0.662], [-0.068, 0.641, 0.262], [-0.437, -0.067, 0.675], [0.072, 0.886, -1.716], [0.991, -1.592, 1.183], [-0.604, 1.435, -0.400], [0.808, 0.137, 0.041], [-0.530, -0.051, -0.369], [-0.255, -0.160, -0.005], [0.152, -0.367, -0.049], [0.098, 0.231, 0.136], [-0.592, -0.309, -0.834], [0.342, 0.079, 0.617], [0.173, -0.256, 0.104], [0.062, 0.156, 0.565], [-0.021, 0.041, 0.307], [-0.120, 0.009, -0.354], [-0.125, -0.172, 0.090], [0.464, -0.332, -0.500], [-1.187, 1.708, 1.487], [2.468, -1.744, -0.829], [-0.714, 1.739, 1.698], [0.775, -1.084, -1.216], [-0.077, 0.920, 0.061], [0.585, -0.674, -0.277], [-0.382, -0.613, -0.449], [-0.250, -0.094, -0.159], [-0.026, 0.092, -0.140], [0.229, -0.271, 0.571], [0.413, -0.328, -0.271], [-0.769, 0.149, -0.006], [-0.087, 0.180, 0.198], [-0.057, 0.356, -0.130], [0.096, 0.109, 0.290], [-0.470, 0.327, -0.228], [0.986, 0.641, -0.010], [0.222, 1.977, 0.257], [0.338, -1.323, -1.199], [-0.244, 1.659, -0.823], [-0.186, -2.079, -0.229], [-0.339, -0.644, -0.676], [-0.186, -0.253, 0.309], [0.064, -0.410, 0.642], [-0.069, 0.369, 0.149], [-0.019, -0.513, -0.607], [0.074, 0.048, 0.083], [-0.446, -0.107, 0.461], [-0.050, -0.295, 0.093], [0.289, 0.419, -0.218], [-0.099, 0.401, 0.500], [-2.224, -0.492, -0.342], [0.884, 0.112, -0.365], [0.445, -0.077, 0.160], [1.602, -0.815, 0.849], [-0.735, 1.446, -1.481], [1.160, -0.888, 0.655], [0.145, -0.010, 0.225], [0.568, -0.122, 0.280], [-0.325, 0.253, 0.014], [0.418, 0.359, -0.142], [-0.836, -0.685, 0.326], [0.413, 0.075, -0.034], [-0.084, -0.816, -0.117], [0.116, 0.015, -0.161], [-0.273, 0.150, 0.107], [-0.615, 0.080, 0.324], [0.659, -0.618, 0.528], [-0.129, 0.872, -0.400], [0.819, -0.405, 0.541], [-1.935, 0.418, 0.420], [2.296, -1.492, 0.387], [-0.876, 1.165, -0.389], [0.041, -0.137, -0.101], [0.106, 0.088, -0.053], [-0.529, 0.286, 0.493], [-0.744, 0.151, -0.367], [0.246, 0.594, -0.829], [-0.052, -0.199, 0.284], [-0.497, -0.336, -0.439], [0.255, 0.269, -0.036], [0.077, -0.104, 0.008], [0.028, -0.246, -0.101]],
  "mulliken_charge": [1.58, 1.53, -0.71, 0.58, -0.48, 0.99, -0.42, 0.63, -0.59, -0.48, 0.57, -0.64, 0.64, -0.48, -0.64, -0.64, 0.62, -0.45, 0.99, -0.45, 0.56, -0.58, -0.55, 0.57, -0.61, 0.61, -0.41, -0.66, 1.11, -0.55, -0.59, -0.64, 1.05, -0.56, -0.49, -0.56, 2.02, -0.49, -0.52, -0.48, -0.54, -0.51, -0.48, -0.78, -0.30, -0.40, -0.57, -0.23, -0.77, 0.28, 0.30, 0.32, 0.38, 0.26, 0.30, 0.35, 0.26, 0.32, 0.29, -0.63, -0.31, -0.50, -0.58, -0.24, -0.75, 0.29, 0.25, 0.24, 0.33, 0.32, 0.34, 0.41, 0.31, 0.24, 0.29, -0.88, -0.25, -0.62, -0.55, -0.28, -0.68, 0.31, 0.30, 0.37, 0.36, 0.36, 0.34, 0.41, 0.23, 0.29, 0.30, -0.82, -0.25, -0.54, -0.56, -0.28, -0.78, 0.26, 0.35, 0.33, 0.37, 0.43, 0.31, 0.35, 0.33, 0.24, 0.33, -0.87, -0.20, -0.61, -0.52, -0.26, -0.82, 0.34, 0.27, 0.33, 0.31, 0.37, 0.37, 0.41, 0.30, 0.32, 0.33, -0.83, -0.24, -0.69, -0.49, -0.23, -0.79, 0.28, 0.35, 0.27, 0.36, 0.42, 0.39, 0.34, 0.32, 0.30, 0.24]
}